1.
Density functional theory data (ωB97M-V/def2-TZVPD) for C4H9N3O in the gas phase.

Geometry as XYZ:
```
17
Properties=species:S:1:pos:R:3:forces:R:3:nbo_charge:R:1
C 1.026309 1.185358 1.068408 -0.941 -0.193 -0.976 -0.13
C 1.125212 1.067217 -0.271296 0.377 0.540 3.001 -0.08
C -0.611485 0.610488 -1.938272 2.302 0.582 -0.946 -0.40
C -0.647632 -1.765432 0.487786 -0.794 1.961 1.850 0.09
N -0.167400 0.517532 1.519475 1.260 0.789 1.377 -0.50
N 0.123541 0.263761 -0.727527 -1.312 -0.694 -0.882 -0.31
N -0.743832 -0.010105 0.379403 -1.389 -4.584 -0.452 -0.15
O 0.630431 -2.210000 0.838464 -0.955 -1.352 -3.524 -0.73
H 1.635627 1.664092 1.783489 0.665 0.435 0.403 0.21
H 1.909410 1.490450 -0.834501 0.514 0.058 -0.886 0.22
H 0.194328 1.246695 -2.472952 -1.948 -0.466 0.314 0.20
H -0.775017 -0.249501 -2.606951 -0.049 0.073 0.481 0.19
H -1.568059 1.076486 -1.701818 0.207 0.419 -0.151 0.21
H -1.050151 -2.084717 -0.504108 1.026 0.096 0.743 0.18
H -1.304915 -2.169483 1.334544 0.107 1.281 -1.241 0.15
H -0.789349 1.110935 2.112523 0.436 -0.563 -1.154 0.37
H 1.012981 -1.743774 1.533332 0.495 1.618 2.042 0.48
```
Forces are in eV/Å.

* structure (SMILES): CN1C=CNN1CO
* molar mass: 115.14 u
* Kohn-Sham gap: 7.764 eV
* ΔE to the lowest compared entry with this formula, charge and spin: 117.09 kcal per mole
* E_HOMO: -6.71 eV

=====

2.
Density functional theory data (ωB97M-V/def2-TZVPD) for C4H9N3O in the gas phase.

Geometry as XYZ:
```
17
Properties=species:S:1:pos:R:3:forces:R:3:nbo_charge:R:1
C 1.910744 1.332851 0.279736 -0.080 -0.256 0.023 -0.67
C -0.001711 -0.308404 0.154009 2.050 -0.491 2.196 0.19
C 1.316374 -0.036657 0.284119 -0.536 -0.185 -0.097 0.23
N -0.477923 -1.652796 0.143291 -0.032 -0.052 -0.351 -0.87
N -2.672717 -0.298925 -0.823916 0.646 -0.287 -0.738 -0.82
C -1.908590 0.741829 -0.369550 -1.904 1.064 1.353 0.31
O 2.195560 -1.095452 0.451991 0.104 -0.028 -0.273 -0.71
N -0.864728 0.759645 0.369597 -0.129 -0.034 -2.284 -0.53
H 3.089306 -0.742902 0.508387 -0.080 -0.080 -0.081 0.48
H -1.083180 -1.842776 0.935695 0.172 -0.002 0.038 0.37
H 0.304741 -2.296750 0.129067 -0.133 0.016 0.120 0.39
H -2.189218 -1.179193 -0.947891 0.030 -0.103 0.091 0.41
H -3.383138 -0.113731 -1.512088 0.047 0.282 0.037 0.39
H -2.420262 1.699893 -0.445268 -0.291 0.020 -0.058 0.15
H 1.115694 2.069843 0.254998 0.031 0.055 -0.004 0.26
H 2.557379 1.472887 -0.590020 0.055 0.043 -0.044 0.21
H 2.511667 1.490635 1.177844 0.048 0.037 0.072 0.20
```
Forces are in eV/Å.

* structure (SMILES): C/C(O)=C(N)\N=C/N
* molar mass: 115.14 u
* Kohn-Sham gap: 7.911 eV
* ΔE to the lowest compared entry with this formula, charge and spin: 38.22 kcal per mole
* E_HOMO: -7.01 eV